(1)
Below is C6H10S in the gas phase, with properties calculated with ωB97M-V/def2-TZVPD.

```
! wB97M-V def2-TZVPD RIJCOSX def2/J DEFGRID3
* xyz 0 1
C -0.74873 0.29417 1.39216
C -0.52819 0.01054 -0.13816
C 0.44063 0.99782 -0.84583
C 1.79361 0.53180 -0.15959
S 1.82477 -1.15754 0.35561
C 0.07204 -1.33784 -0.34713
C -1.42636 -1.13075 -0.48007
H 0.03286 0.72134 2.12110
H -1.60725 1.09494 1.33430
H -0.95642 -0.68991 1.86020
H 0.28855 0.87597 -1.94994
H 0.25640 1.94585 -0.51558
H 1.94297 1.21706 0.75219
H 2.69444 0.72060 -0.86226
H 0.17772 -1.47785 -1.43724
H -2.00453 -1.32758 -1.36104
H -2.25251 -1.28861 0.28128
*
```

Computed properties:
SMILES = C[C@@]12CCS[C@H]1C2
E_HOMO = -8.48 eV
Kohn-Sham gap = 9.35 eV

=====

(2)
Below is C6H10S in the gas phase, with properties calculated with ωB97M-V/def2-TZVPD.

```
! wB97M-V def2-TZVPD RIJCOSX def2/J DEFGRID3
* xyz 0 1
C -2.07217 -1.28936 0.10006
C -1.93088 -0.16919 -0.58783
C -1.69792 1.15878 0.03108
S 0.00508 1.74230 -0.34149
C 0.95874 0.51414 0.64638
C 2.30798 0.32852 0.05190
C 2.69774 -0.78359 -0.54359
H -2.20999 -2.24114 -0.38360
H -2.08012 -1.29662 1.17884
H -1.91923 -0.18075 -1.66917
H -1.81771 1.14112 1.11442
H -2.34053 1.92429 -0.40253
H 1.02053 0.90491 1.66401
H 0.38707 -0.41387 0.62675
H 2.96343 1.18678 0.10884
H 3.67817 -0.88417 -0.97571
H 2.04983 -1.64217 -0.61837
*
```

Computed properties:
SMILES = C=CCSCC=C
E_HOMO = -8.61 eV
Kohn-Sham gap = 9.64 eV

=====

(3)
Below is a 2-piece molecular cluster, C6H10Si overall, with properties calculated with ωB97M-V/def2-TZVPD.

```
! wB97M-V def2-TZVPD RIJCOSX def2/J DEFGRID3
* xyz 0 1
C 1.30413 2.44706 -0.32943
C -2.96470 -0.41885 -0.23772
C 1.90433 -2.25767 -0.52766
C 0.21879 1.64482 -0.35428
C -1.73113 -0.91771 -0.44401
C 1.36572 -1.35986 0.26201
Si -0.08104 -0.15975 -0.06658
H 1.25440 3.48826 -0.43814
H 2.37775 2.09498 -0.29304
H -3.81620 -0.92313 -0.41434
H -3.00638 0.64910 0.08448
H 2.74889 -2.69114 -0.19015
H 1.30364 -2.51823 -1.31541
H -0.78326 2.24066 -0.56914
H -1.79025 -1.89252 -0.71853
H 1.86752 -1.19544 1.12604
H 0.12657 1.98087 2.65695
*
```

Computed properties:
E_HOMO (spin up / spin down) = -9.76 / -6.29 eV
Kohn-Sham gap (spin up / spin down) = 9.40 / 6.01 eV

=====

(4)
Below is C6H11AgCl4O8P as an isolated structure, with properties calculated with ωB97M-V/def2-TZVPD.

```
! wB97M-V def2-TZVPD RIJCOSX def2/J DEFGRID3
* xyz -3 3
Ag 0.68491 0.69730 -0.98467
P 1.79097 0.62725 -3.79908
O 1.57810 0.12500 -5.23061
O 3.14810 1.28686 -4.15966
O 1.72111 -0.27624 -2.52590
O 0.89169 1.85161 -3.54055
C -2.77364 0.79749 -1.97884
O -1.49760 1.32038 -1.96671
H -2.95177 -0.21645 -1.62069
H -3.41185 1.33552 -1.27791
H -3.21367 0.77820 -2.97589
C 1.74950 3.26007 -0.85526
O 2.51497 3.61876 -1.75517
O 2.00480 2.29262 -0.13265
O 0.56213 3.31324 -1.13742
Cl 0.28649 -0.37634 4.05675
C -1.31050 0.47128 3.83430
C -2.02303 0.05219 2.55733
Cl -0.93800 0.64891 1.30385
H -1.19357 1.55175 3.91795
H -2.00447 0.23607 4.64126
H -3.01153 0.49204 2.42512
H -2.11104 -1.03050 2.46714
Cl -0.72069 -2.70963 0.12888
C 0.52650 -3.16221 1.36050
C 1.92687 -2.77243 0.88027
Cl 2.18571 -1.04254 0.62664
H 0.36914 -4.16099 1.76764
H 0.33058 -2.67693 2.31666
H 2.26553 -3.29070 -0.01685
H 2.62426 -3.04160 1.67355
*
```

Computed properties:
E_HOMO (spin up / spin down) = 2.96 / 3.39 eV
Kohn-Sham gap (spin up / spin down) = 2.79 / 2.35 eV

=====

(5)
Below is C6H11AgClF4N4O8S4 as an isolated structure, with properties calculated with ωB97M-V/def2-TZVPD.

```
! wB97M-V def2-TZVPD RIJCOSX def2/J DEFGRID3
* xyz -2 2
Ag 1.77522 1.19599 -1.63781
C -1.55367 -4.33073 3.61187
C -2.20015 -3.01089 3.12869
N -1.18218 -2.18606 2.49573
C -0.28679 -2.48366 1.52870
C 0.49087 -1.33947 1.32875
N 0.07359 -0.37866 2.25625
C -1.00736 -0.89060 2.91268
C 0.55802 0.97584 2.13684
H -2.30392 -4.88037 4.18032
H -0.80688 -3.99092 4.32946
H -1.15345 -4.97040 2.82527
H -2.44443 -2.44912 4.03027
H -3.05201 -3.26182 2.49666
H -0.43051 -3.46628 1.10420
H 1.27020 -1.11077 0.61689
H -1.53664 -0.32596 3.66597
H 0.96293 1.08505 1.13075
H 1.38183 1.15408 2.82797
H -0.30889 1.61788 2.29291
Cl 3.76485 0.15458 0.11738
N 2.35286 2.51504 -3.37317
S 1.26214 3.63131 -4.07228
O 1.26907 3.98166 -5.50493
O 0.73850 4.70342 -3.23497
F -0.05526 2.65206 -4.13455
S 3.50335 3.24178 -4.09271
O 3.75279 4.61742 -3.85672
O 3.83732 2.82465 -5.45232
F 4.60755 2.54671 -3.13160
N -0.40504 0.45091 -1.09292
S -1.59543 1.22626 -0.70668
O -2.22436 0.92145 0.59478
O -2.40333 1.91486 -1.77436
F -0.57260 2.37330 -0.20580
S -1.44105 -0.78121 -1.64601
O -2.25323 -0.51963 -2.78083
O -1.97333 -1.58868 -0.57837
F -0.41066 -1.81908 -2.33637
*
```

Computed properties:
E_HOMO (spin up / spin down) = 0.98 / -3.27 eV
Kohn-Sham gap (spin up / spin down) = 2.63 / 6.87 eV

=====

(6)
Below is C6H11AlN5P as an isolated structure, with properties calculated with ωB97M-V/def2-TZVPD.

```
! wB97M-V def2-TZVPD RIJCOSX def2/J DEFGRID3
* xyz 0 1
C -0.50956 0.51261 -1.20145
C -1.19473 1.76432 -1.30855
C -0.32627 2.86132 -0.96625
C 0.94377 2.26251 -0.70683
C 0.89510 0.78970 -0.83808
Al 0.80290 -1.35732 0.36608
P 0.12944 -3.66867 0.12390
H -0.93051 -0.52423 -1.46588
H -2.21584 1.83866 -1.68636
H -0.60641 3.94133 -0.93032
H 1.79006 0.23472 -1.27622
H 1.87695 2.77785 -0.47209
H 1.16860 -4.47680 -0.46905
H -1.04358 -3.99115 -0.66877
H -0.11301 -4.31892 1.39024
N 1.87705 0.82369 4.34481
N 0.92705 0.58718 3.34772
N -0.38486 0.68622 3.64850
C -0.93559 0.07089 2.59098
N -0.03482 -0.46345 1.72752
N 1.22917 -0.14896 2.29728
H 2.75077 1.09998 3.90966
H 1.55268 1.48931 5.04669
H -1.99625 -0.11299 2.48438
*
```

Computed properties:
E_HOMO (spin up / spin down) = -5.11 / -5.11 eV
Kohn-Sham gap (spin up / spin down) = 4.51 / 4.51 eV

=====

Number 1: maximum force 4.1 eV Å⁻¹, energy -632.64437 hartree. Number 2: maximum force 0.6 eV Å⁻¹, energy -632.74960 hartree. Number 3: maximum force 5.3 eV Å⁻¹, energy -523.83639 hartree. Number 4: maximum force 5.9 eV Å⁻¹, energy -3165.93427 hartree. Number 5: maximum force 9.0 eV Å⁻¹, energy -3655.43158 hartree. Number 6: maximum force 5.4 eV Å⁻¹, energy -1092.50217 hartree.